{"formula": "C14H16", "method": "ωB97M-V/def2-TZVPD", "species": ["C", "C", "C", "C", "C", "C", "C", "H", "H", "H", "H", "H", "H", "H", "H", "C", "C", "C", "C", "C", "C", "C", "H", "H", "H", "H", "H", "H", "H", "H"], "positions_angstrom": [[2.971741, -4.268357, -0.576828], [1.044600, -1.724234, -2.637106], [-0.223828, -1.833171, -2.021120], [2.104298, -2.434858, -1.994174], [1.826726, -3.373196, -0.992155], [-0.436620, -2.294265, -0.724629], [0.640353, -3.102922, -0.332631], [1.308295, -1.180551, -3.512349], [-1.114163, -1.637371, -2.619832], [3.156910, -2.201358, -2.232847], [-1.194989, -2.075715, -0.102713], [3.251036, -4.017585, 0.484623], [3.849987, -4.146124, -1.203849], [0.616679, -3.675616, 0.612867], [2.960424, -5.385082, -0.694158], [-1.013502, 3.888906, 3.443498], [-0.968993, 1.069625, 0.701403], [-1.523573, 1.839961, -0.356794], [-0.795279, 1.904595, 1.868017], [-0.990491, 3.268974, 2.071353], [-1.742260, 3.201599, -0.202801], [-1.434388, 3.973004, 0.969149], [-0.751445, 0.111337, 0.851254], [-1.670525, 1.271052, -1.215735], [-0.544097, 1.349967, 2.905391], [-2.092213, 3.753630, -1.135724], [-1.787030, 3.525457, 4.066220], [-1.222367, 5.023395, 3.399423], [-1.317717, 5.001188, 1.004022], [-0.201506, 3.589404, 4.102334]], "forces_ev_per_angstrom": [[0.49, -0.71, 1.32], [0.55, -2.03, 2.76], [-0.90, 0.84, -1.79], [-0.33, 0.90, -1.06], [0.71, 1.42, -1.28], [5.29, -1.65, -2.57], [-0.40, -1.83, 2.45], [-0.46, 0.46, -0.61], [0.16, 0.93, 0.14], [-0.59, -0.47, -0.37], [-2.82, 0.44, 1.62], [-0.05, -0.51, -0.87], [0.16, 1.00, -0.09], [-0.59, 0.46, -0.15], [-1.23, 0.78, 0.47], [0.35, 1.55, -0.17], [-0.73, 6.19, 1.21], [0.75, 0.05, 1.89], [0.83, -1.53, 4.06], [-0.47, -2.07, -0.05], [-0.19, 0.73, -2.16], [-0.17, -1.51, -0.99], [0.58, -3.87, -0.32], [-0.72, -0.20, -1.95], [-0.36, 0.86, -2.23], [0.35, -0.66, 1.27], [-1.65, -0.57, 0.17], [0.87, -1.62, 0.07], [-0.33, 2.08, -0.44], [0.89, 0.56, -0.35]], "lowdin_spin": [0.016, 0.020, 0.036, 0.035, 0.023, 0.015, 0.024, 0.004, 0.005, 0.008, 0.002, 0.006, 0.002, 0.006, 0.001, 0.007, 0.209, 0.058, 0.110, 0.055, 0.084, 0.198, 0.031, 0.000, 0.008, 0.005, 0.003, 0.004, 0.028, -0.001], "multiplicity": 2, "gap_ev": [2.220, 7.078], "total_charge": -1, "largest_force_ev_per_a": 6.346}